{
  "formula": "C23H26IIrN4O3S2",
  "method": "ωB97M-V/def2-TZVPD",
  "species": ["H", "C", "H", "H", "H", "C", "H", "C", "C", "H", "C", "O", "C", "H", "C", "O", "C", "C", "C", "C", "C", "S", "H", "Ir", "H", "H", "H", "C", "H", "H", "H", "C", "C", "C", "H", "C", "N", "S", "C", "H", "C", "N", "H", "C", "H", "N", "C", "H", "H", "H", "C", "H", "H", "N", "H", "H", "O", "I", "C", "H"],
  "coordinates": [[2.810, 0.351, 2.357], [0.703, 2.866, 1.366], [2.958, -1.649, 1.199], [-3.717, 3.409, -1.944], [-1.057, 4.505, 0.067], [0.007, -2.012, 2.803], [-1.983, -3.475, -3.768], [3.118, 2.893, 1.620], [-1.846, 2.384, -1.677], [-2.975, -5.087, -0.283], [-2.706, 3.422, -2.348], [-2.749, -5.230, -2.987], [2.173, -2.126, 1.773], [3.995, 4.809, 1.291], [2.261, -3.463, 2.131], [4.674, 1.175, 1.007], [-1.729, -5.372, -2.017], [-3.363, -3.040, -2.174], [1.229, -4.072, 2.828], [3.078, 4.231, 1.330], [1.047, -1.387, 2.116], [-2.656, 1.340, -0.514], [0.124, 4.196, -2.609], [-0.821, 0.508, 0.639], [-0.235, 3.078, -3.927], [-1.620, -6.438, -1.822], [4.427, 1.845, 2.957], [0.094, -3.344, 3.166], [3.138, -4.033, 1.852], [-4.351, -3.363, -1.834], [-3.401, -1.978, -2.412], [-0.545, 2.259, -1.948], [0.793, 4.271, 1.104], [-2.922, -3.873, -3.363], [-3.680, -3.855, -4.145], [-1.771, -2.226, -0.557], [1.940, 4.907, 1.079], [0.422, 0.979, -1.204], [0.183, 3.149, -2.919], [-1.096, 5.065, 1.722], [1.905, 0.768, 1.921], [0.907, -0.030, 1.747], [-0.780, -4.983, -2.411], [-2.093, -4.630, -0.742], [5.587, 0.890, 1.106], [-1.243, -1.296, -0.132], [-0.470, 5.023, 0.827], [-2.766, 3.253, -3.427], [-0.228, 6.033, 0.506], [1.239, 2.882, -2.973], [4.431, 2.238, 1.932], [-0.716, -3.812, 3.709], [5.218, 2.994, 1.872], [-2.404, -3.243, -1.082], [1.299, -5.115, 3.106], [-1.272, -4.647, -0.026], [-0.484, 2.335, 1.417], [-1.680, -0.877, 3.277], [1.901, 2.173, 1.622], [-2.300, 4.427, -2.201]],
  "forces_ev_per_angstrom": [[0.0, 0.0, 0.0], [0.1, -0.1, 0.2], [0.0, 0.0, 0.0], [0.0, 0.0, 0.0], [0.0, 0.0, 0.0], [0.1, 0.0, 0.0], [0.0, 0.0, 0.0], [0.0, 0.0, 0.0], [0.0, 0.0, 0.0], [0.0, 0.0, 0.0], [0.0, 0.0, 0.0], [0.0, 0.0, 0.0], [0.0, 0.0, 0.0], [0.0, 0.0, 0.0], [0.0, 0.0, 0.0], [0.0, 0.0, 0.0], [0.0, 0.0, 0.0], [0.0, 0.0, 0.0], [0.0, 0.0, 0.0], [0.0, 0.0, 0.0], [0.0, -0.1, 0.1], [0.0, 0.0, 0.1], [0.0, 0.0, 0.0], [0.3, -0.4, 0.3], [0.0, 0.0, 0.0], [0.0, 0.0, 0.0], [0.0, 0.0, 0.0], [0.0, 0.0, 0.0], [0.0, 0.0, 0.0], [0.0, 0.0, 0.0], [0.0, 0.0, 0.0], [0.0, 0.0, -0.1], [0.0, 0.0, 0.0], [0.0, 0.0, 0.0], [0.0, 0.0, 0.0], [0.1, 0.0, 0.0], [0.0, 0.0, 0.0], [-0.1, 0.2, 0.0], [0.0, 0.0, 0.0], [0.0, 0.0, 0.0], [-0.1, 0.0, 0.2], [0.1, -0.1, -0.5], [0.0, 0.0, 0.0], [0.0, 0.0, 0.0], [0.0, 0.0, 0.0], [-0.2, 0.1, 0.1], [0.0, 0.0, 0.0], [0.0, 0.0, 0.0], [0.0, 0.0, 0.0], [0.0, 0.0, 0.0], [0.0, 0.0, 0.0], [0.0, 0.0, 0.0], [0.0, 0.0, 0.0], [0.0, 0.0, 0.0], [0.0, 0.0, 0.0], [0.0, 0.0, 0.0], [-0.1, 0.2, -0.3], [-0.1, 0.1, -0.1], [-0.1, 0.0, -0.1], [0.0, 0.0, 0.0]],
  "homo_energy_ha": -0.2244,
  "e_lumo_ev": -0.17,
  "total_charge": 0,
  "fmax_ev_per_a": 0.61,
  "homo_lumo_gap_ev": 5.94,
  "e_above_lowest_ev": 0.168
}

---

{
  "formula": "C23H26N2O3Pt",
  "method": "ωB97M-V/def2-TZVPD",
  "species": ["C", "H", "C", "C", "C", "N", "C", "C", "H", "C", "H", "H", "H", "Pt", "H", "C", "H", "H", "H", "C", "H", "H", "C", "N", "C", "C", "C", "H", "O", "H", "H", "H", "H", "H", "C", "C", "O", "C", "H", "C", "O", "H", "C", "C", "C", "C", "H", "H", "C", "H", "C", "H", "H", "H", "H"],
  "coordinates": [[-4.653, -0.632, 4.037], [-0.855, -5.185, 2.478], [-2.215, -0.996, 3.772], [-1.538, -0.932, -1.833], [0.353, 1.730, -1.913], [-2.458, -1.555, -2.600], [-2.896, -4.456, 5.068], [-5.726, 0.226, 4.155], [2.683, 2.057, -4.794], [-2.176, -5.224, 4.165], [0.626, 2.707, -1.488], [3.943, 0.147, -4.057], [-2.182, -3.148, -3.933], [0.732, -0.202, 0.585], [-6.736, -0.163, 4.105], [-1.437, -4.595, 3.172], [-3.448, -2.487, 5.689], [-3.250, -3.492, -2.543], [-4.104, -0.239, -2.536], [-1.159, -0.474, 3.047], [1.597, 2.903, -3.686], [-0.868, -2.737, 2.287], [-2.203, -2.431, 3.939], [2.527, 1.170, -2.929], [3.748, 0.394, -3.012], [1.626, 0.869, -1.965], [-2.912, -3.079, 4.960], [-1.490, -3.361, -2.307], [-0.650, 1.239, -1.056], [-3.445, -4.941, 5.868], [-4.818, -1.687, 3.870], [-3.247, -0.289, -4.092], [-4.271, -1.641, -3.594], [-0.057, 1.881, -2.919], [-1.746, 0.577, -1.637], [2.526, 2.350, -3.755], [1.852, -0.046, -1.182], [-1.442, -3.224, 3.063], [-6.363, 2.260, 4.407], [-5.520, 1.590, 4.314], [-0.611, -1.525, -1.314], [-2.022, 1.068, -2.580], [-2.341, -2.976, -2.864], [-3.573, -0.887, -3.234], [-0.254, -0.248, 2.249], [-3.336, -0.144, 4.055], [3.631, -0.526, -2.441], [-4.065, 3.153, 4.464], [-4.225, 2.090, 4.342], [-2.558, 0.704, -0.911], [-3.148, 1.242, 4.207], [-2.184, -6.303, 4.236], [3.345, 3.009, -3.452], [4.592, 0.963, -2.611], [-2.141, 1.633, 4.208]],
  "forces_ev_per_angstrom": [[0.5, -0.1, 0.0], [0.0, 0.0, -0.1], [2.6, 1.0, -2.1], [0.2, 0.1, 0.0], [-0.3, 0.1, 0.3], [-0.3, -0.3, -0.1], [0.0, -0.3, 0.1], [-0.3, 0.2, 0.0], [0.0, 0.1, 0.0], [0.0, 0.1, 0.1], [0.1, -0.1, -0.2], [0.0, 0.0, 0.0], [0.0, -0.1, 0.1], [-1.6, -0.2, 3.6], [0.0, 0.0, 0.0], [0.0, -0.3, 0.1], [-0.1, 0.0, 0.0], [0.1, 0.0, 0.0], [0.0, 0.0, 0.0], [-3.7, -1.0, 3.2], [0.0, 0.0, 0.0], [0.0, 0.0, 0.0], [0.0, -1.4, 0.4], [-0.2, -0.3, 0.3], [0.1, -0.2, 0.1], [0.0, 0.6, -0.6], [0.1, 0.3, -0.1], [-0.1, 0.0, -0.1], [0.1, 0.0, -0.5], [0.0, 0.0, 0.0], [-0.1, 0.0, 0.0], [-0.1, 0.0, 0.0], [0.0, 0.1, 0.1], [0.2, 0.0, 0.0], [0.0, 0.1, 0.1], [-0.1, 0.2, -0.1], [0.2, -0.2, -0.1], [-0.2, 0.3, 0.0], [-0.1, 0.0, 0.0], [0.0, -0.1, 0.0], [0.1, 0.1, -0.2], [-0.1, -0.1, 0.1], [0.2, -0.1, 0.1], [0.0, 0.3, -0.1], [3.8, 0.5, -4.3], [-1.2, 0.9, 0.4], [0.1, 0.1, -0.1], [0.0, 0.0, 0.0], [-0.2, 0.1, 0.0], [0.0, 0.0, -0.2], [0.1, -0.4, 0.1], [0.0, -0.1, 0.0], [0.0, 0.0, -0.1], [0.0, -0.1, 0.0], [0.1, 0.0, 0.0]],
  "homo_energy_ha": [-0.2183, -0.2182],
  "e_lumo_ev": [-0.57, -0.57],
  "total_charge": 0,
  "fmax_ev_per_a": 5.76,
  "homo_lumo_gap_ev": [5.37, 5.37],
  "e_above_lowest_ev": 1.164
}

---

{
  "formula": "C23H26N4O3S",
  "method": "ωB97M-V/def2-TZVPD",
  "species": ["C", "H", "H", "H", "H", "H", "C", "O", "C", "H", "H", "C", "H", "C", "N", "H", "C", "O", "S", "C", "C", "H", "H", "C", "H", "C", "N", "H", "H", "H", "C", "H", "C", "H", "C", "H", "C", "H", "N", "H", "O", "C", "C", "C", "N", "H", "C", "C", "H", "H", "H", "C", "C", "C", "C", "H", "H"],
  "coordinates": [[-1.023, -2.120, -2.925], [-1.535, -0.040, -2.447], [-3.522, -3.042, -2.581], [-1.959, -4.514, -1.535], [2.990, -1.117, 1.632], [-0.520, 4.228, -0.871], [-2.033, -0.970, -2.724], [-1.716, 1.246, 2.935], [-1.917, -3.482, -1.162], [5.578, 2.768, 0.287], [-3.460, -1.851, 1.019], [1.923, 2.172, 1.826], [0.750, 1.311, 4.740], [1.569, -2.655, 1.170], [-0.749, -2.803, -1.686], [5.050, 1.864, -1.133], [-3.077, -0.454, -0.610], [1.823, 1.723, 3.121], [-3.959, 0.319, 1.850], [1.072, 2.923, -0.298], [3.452, 2.673, 0.028], [0.115, -4.042, 0.473], [-1.432, -2.860, -3.621], [0.890, -1.112, -1.015], [0.124, 2.697, 3.802], [3.222, 2.256, 1.327], [-0.267, -0.340, 2.495], [-2.617, -0.801, -3.636], [1.825, -3.267, 2.023], [-4.018, -2.956, -0.891], [1.887, -0.700, -0.152], [0.642, -0.471, -1.846], [-3.205, -2.735, -1.580], [-4.939, -1.152, 0.275], [0.588, -3.086, 0.300], [2.390, 0.235, -0.343], [-2.289, 0.240, 2.249], [-0.160, 2.505, 1.374], [-2.926, -1.320, -1.631], [-0.094, -1.746, -3.352], [-2.636, 0.677, -0.632], [2.367, 2.996, -0.781], [2.227, -1.459, 0.951], [-3.907, -0.966, 0.569], [-1.454, -0.717, 1.980], [0.175, 3.308, -2.207], [0.216, -2.314, -0.803], [4.847, 2.741, -0.517], [-0.894, 2.516, -1.035], [-1.851, -3.505, -0.073], [4.038, 1.979, 1.975], [0.564, 1.691, 3.729], [-0.428, 0.813, 3.044], [0.857, 2.530, 1.019], [-0.108, 3.260, -1.159], [4.975, 3.624, -1.140], [2.541, 3.303, -1.803]],
  "forces_ev_per_angstrom": [[-0.1, 0.0, 0.0], [-0.1, -0.1, -0.1], [-0.1, 0.0, 0.1], [-0.1, 0.0, 0.1], [0.1, 0.1, 0.1], [-0.1, 0.1, 0.0], [0.2, 0.2, -0.1], [-0.1, 0.1, -0.1], [-0.1, -0.3, -0.1], [0.1, 0.0, 0.0], [-0.1, -0.1, -0.1], [0.1, 0.1, -0.1], [-0.1, 0.1, -0.2], [0.0, 0.0, 0.0], [-0.1, 0.0, -0.1], [0.1, 0.0, 0.0], [-0.2, 0.0, 0.1], [0.2, 0.0, -0.3], [-0.6, -0.1, 0.0], [0.2, 0.0, 0.0], [0.0, 0.0, 0.2], [0.0, -0.1, 0.0], [0.1, 0.1, 0.0], [-0.1, 0.0, -0.1], [0.1, -0.1, 0.0], [-0.1, 0.0, 0.1], [1.3, 0.7, 0.8], [0.1, 0.0, 0.0], [0.0, -0.1, 0.1], [0.0, 0.0, -0.1], [0.1, 0.0, 0.1], [-0.1, 0.0, -0.1], [0.1, -0.2, 0.1], [0.0, -0.1, 0.0], [-0.1, 0.0, 0.1], [0.0, 0.1, 0.0], [0.4, -0.6, 0.0], [-0.1, 0.0, 0.0], [0.1, -0.1, -0.4], [-0.1, 0.0, -0.1], [0.1, 0.2, -0.1], [-0.1, 0.0, 0.0], [0.2, 0.0, -0.1], [0.3, 0.5, 0.5], [-1.5, 0.0, -0.4], [0.0, 0.0, -0.1], [0.3, 0.0, 0.1], [0.0, -0.1, 0.0], [-0.1, 0.0, 0.0], [0.0, 0.0, -0.1], [0.1, 0.0, 0.1], [-0.2, 0.2, 0.3], [0.1, -0.6, -0.1], [-0.1, 0.0, 0.3], [0.0, 0.0, 0.0], [0.1, 0.0, 0.0], [0.0, 0.0, -0.1]],
  "homo_energy_ha": -0.2727,
  "e_lumo_ev": 0.54,
  "total_charge": 0,
  "fmax_ev_per_a": 1.70,
  "smiles": "Cc1cc(C)cc(OCc2nnc(SCC(=O)N3CCN(c4ccccc4)CC3)o2)c1",
  "homo_lumo_gap_ev": 7.96,
  "e_above_lowest_ev": 3.067
}

---

{
  "formula": "C23H26N4O3Sr",
  "method": "ωB97M-V/def2-TZVPD",
  "species": ["H", "C", "H", "C", "H", "H", "N", "N", "C", "H", "H", "C", "C", "C", "C", "C", "C", "H", "H", "H", "H", "H", "H", "C", "H", "C", "C", "C", "H", "H", "C", "H", "H", "H", "C", "Sr", "C", "H", "N", "C", "C", "H", "C", "H", "C", "H", "H", "H", "N", "H", "H", "O", "C", "O", "O", "C", "C"],
  "coordinates": [[4.247, 2.233, -1.573], [-2.264, -3.372, 3.865], [2.379, -0.273, -2.270], [-3.404, -1.432, 3.019], [-7.017, 3.637, 0.178], [-6.652, -0.095, 3.475], [-4.564, -0.682, 2.890], [-2.288, -1.000, 2.368], [-6.760, 0.731, 2.773], [-8.904, 3.176, 1.738], [7.945, -0.744, -1.637], [-0.715, -2.673, -3.246], [5.243, 2.471, -1.882], [-3.423, -2.612, 3.796], [7.711, 2.168, -1.842], [7.313, -0.525, -0.765], [6.101, 0.304, -1.129], [1.322, -2.269, -2.618], [3.978, 0.359, -1.203], [6.982, -1.478, -0.342], [5.456, 3.435, -2.347], [-0.522, -3.671, -2.839], [7.666, 3.168, -2.286], [2.272, 1.767, -1.509], [-4.369, -2.845, 4.284], [-1.164, -1.755, 2.441], [0.427, -1.743, -2.951], [4.852, -0.217, -0.985], [-0.960, -2.728, -4.310], [-0.187, -3.501, 3.221], [-6.935, 2.829, 0.908], [-4.919, 2.231, 0.293], [2.120, 2.288, -0.560], [-8.748, 1.287, 3.388], [1.862, 0.461, -1.640], [-2.153, 0.901, 0.782], [-8.003, 2.561, 1.784], [-2.247, -4.298, 4.443], [-0.127, -0.929, -1.865], [-7.920, 1.508, 2.713], [6.300, 1.655, -1.625], [8.300, 1.526, -2.513], [0.587, 0.039, -1.131], [8.270, 2.249, -0.899], [-1.116, -2.932, 3.181], [0.668, -1.121, -3.822], [-0.298, -1.375, 1.883], [4.759, -1.236, -0.608], [-4.478, 0.305, 2.028], [2.559, 2.365, -2.381], [7.950, -0.026, -0.021], [-1.890, -2.125, -2.555], [-5.770, 2.065, 0.965], [0.049, 0.502, -0.083], [-2.330, -0.462, -1.113], [-5.682, 1.023, 1.919], [-1.508, -1.124, -1.786]],
  "forces_ev_per_angstrom": [[0.1, 0.0, 0.0], [0.4, 0.2, -0.2], [-0.6, 0.9, -0.7], [1.8, -0.5, -0.3], [0.0, -0.3, 0.3], [-0.2, 0.4, -0.2], [0.1, 2.6, -2.3], [0.4, -1.2, 0.5], [-0.4, 0.5, -0.1], [0.3, -0.2, 0.0], [-0.2, 0.1, 0.2], [-0.6, -1.0, -0.2], [2.3, -0.1, 0.1], [-0.3, 1.1, -0.6], [-0.1, 0.1, -0.3], [-0.1, -0.2, 0.0], [-1.1, -1.5, 0.7], [-0.1, 0.0, -0.1], [0.3, -0.2, 0.1], [0.2, 0.1, -0.1], [-0.4, -0.1, 0.3], [-0.3, 0.2, -0.2], [0.1, -0.2, 0.1], [-1.7, -0.6, -0.2], [0.4, -0.2, 0.0], [-0.9, 0.2, 0.3], [0.6, 0.7, -0.2], [2.0, -0.1, 0.1], [0.0, -0.1, 0.3], [-0.3, 0.1, 0.0], [0.1, -0.1, 0.0], [-0.4, 0.1, 0.1], [-0.7, 0.2, -0.5], [0.2, 0.1, -0.3], [0.3, 0.2, -1.0], [-0.4, 0.4, 0.3], [0.3, -0.2, 0.0], [0.0, 0.3, -0.2], [0.0, 0.5, 0.3], [0.5, -0.1, -0.3], [-0.7, 1.7, -0.6], [-0.2, 0.1, 0.2], [-0.9, 0.0, 2.6], [-0.3, -0.1, -0.2], [-0.1, -0.2, 0.1], [0.0, 0.0, 0.3], [-0.3, -0.3, 0.3], [-0.2, 0.3, 0.0], [-0.7, -2.5, 2.2], [0.9, -0.6, 0.6], [-0.2, -0.1, -0.2], [0.9, 0.6, 0.2], [-0.1, -0.5, 0.7], [0.6, -0.3, -1.5], [1.5, -1.3, -1.4], [-0.5, 0.4, 0.1], [-1.1, 0.6, 0.8]],
  "homo_energy_ha": -0.4551,
  "e_lumo_ev": -7.03,
  "total_charge": 2,
  "fmax_ev_per_a": 3.42,
  "homo_lumo_gap_ev": 5.36,
  "e_above_lowest_ev": 0.000
}